ORCA calculation (ωB97M-V/def2-TZVPD) on a structure of composition C8H12N3O2 in a non-equilibrium geometry.

Results
**HOMO energy (alpha / beta)**: -13.11 / -13.31 eV
**Net charge**: +1
**ΔE to the lowest compared entry with this formula, charge and spin**: 1318.4 kJ/mol
**Total energy**: -17038.0428 eV
**M**: 182.2 g mol⁻¹
**LUMO (alpha / beta)**: -5.490 / -4.898 eV

```
25
C8H12N3O2, DFT ωB97M-V/def2-TZVPD
C -0.86325 -0.48968 -1.10849
H -1.14272 -0.52186 1.58660
C -2.41985 -1.07650 -2.84724
H -0.43826 -3.09113 -0.85146
H -1.78923 4.02842 -0.04474
O -0.34061 2.63970 0.41311
C 0.04601 -0.88048 -0.21410
N -2.94057 -1.83375 -3.54953
N -2.46395 1.17968 -1.85884
C -1.08752 3.79366 0.75727
H 1.84335 -0.12664 -1.26840
H 1.32776 0.78031 0.31365
C 1.40047 -0.17134 -0.26739
H 0.24496 -2.07454 -2.27533
H 2.09748 -0.91030 0.34457
C -0.40971 -1.26162 1.18604
C -1.86186 -0.10795 -1.92587
N -0.85658 1.71998 -0.27072
H -0.91082 -2.21027 1.22962
H -1.61425 3.67542 1.67676
C 0.12050 -2.21829 -1.17285
O -1.92949 1.97876 -0.96599
H -0.19831 4.51880 0.95180
H 0.40027 -1.13423 1.98092
H 1.15890 -2.40999 -0.86970
```